Density functional theory data (wB97M-V/def2-TZVPD) for a 2-piece molecular cluster, C28H34F3O5 overall in a non-equilibrium geometry.

Geometry (Å):
C -0.404866 -0.414690 0.493147
H -1.656153 -2.466272 -2.908869
O 3.919326 -0.333095 -2.897882
C 2.502085 -0.499546 3.670772
C 1.251670 5.750687 -3.092862
H -2.128295 -0.772761 -3.235833
C 1.752059 -0.753522 2.532346
H -0.508025 -0.000425 2.615851
C 3.470554 0.497238 3.738021
C 0.931765 0.033874 0.320542
H -1.194441 -1.193987 4.533016
H -3.136516 -2.111777 -3.827294
F 1.825514 1.071663 -3.239923
C -2.326454 -0.891391 1.983119
C -4.192575 0.076123 3.366688
H -4.472361 -3.478552 -2.356228
H 6.394075 -2.278408 -3.960233
H -3.062991 -3.882755 -1.334092
H 5.345840 -1.525677 -1.901459
H -5.132611 -0.820402 -0.992207
C -2.502962 -1.775081 -2.996928
C -3.320226 -1.762892 -1.708721
C -2.463365 -1.319855 -0.506772
C 2.925439 1.056172 1.426380
C 5.462240 -1.719476 -4.050557
H 1.768756 5.699836 -4.056789
O 1.768405 3.500208 -2.481557
C 2.477383 1.306143 -2.085347
H -1.711399 0.513509 4.369945
O 4.270391 0.375542 -0.785176
C 3.624929 0.435794 -1.825672
H -4.925533 -0.222054 2.611600
H -4.525801 -3.177733 -0.597917
H 3.007656 5.126446 -2.033069
H -4.121585 0.230934 -2.012029
H -2.588598 -0.585771 5.449595
O 3.052875 3.136815 -0.667591
H 1.287084 6.787212 -2.749385
H -4.312351 -2.596402 2.935157
C -3.575502 -2.306965 3.688521
C -1.179333 -0.859201 -0.627989
H 1.259764 0.345349 -0.670300
H 1.506695 5.033554 -1.075265
H 5.545364 -1.069244 -4.926297
H -3.835906 1.086633 3.136703
H 3.132239 1.672166 0.562842
H -2.768264 -3.047511 3.702207
C 1.864157 0.104347 1.395905
C 3.662903 1.254679 2.580781
H 5.991849 -0.093701 -2.745450
C 5.250748 -0.904650 -2.804787
C -2.059680 -0.519608 4.489005
H -0.692519 -0.847820 -1.606899
C -1.059532 -0.414329 1.773276
F 4.620778 2.240808 2.591029
C -4.496378 -0.790882 -1.881384
C -3.883796 -3.172233 -1.483039
H 1.043703 -1.582800 2.521574
F 2.259085 -1.263852 4.795819
H -4.061980 -2.288205 4.672347
H 4.056944 0.668071 4.635379
O -4.305108 -1.654412 0.943812
C -3.101702 -1.322713 0.816725
H -5.090986 -1.072703 -2.758408
C 2.470928 2.697768 -1.662252
C -3.017270 -0.912949 3.365633
H 4.644305 -2.425987 -4.213534
C 1.937401 4.882157 -2.076766
H 0.204534 5.467859 -3.233087
H -4.674382 0.080705 4.352115

Forces on atoms 1 to 3 (eV/Å):
1.9 0.8 -0.1
-0.1 0.1 -0.1
1.2 -0.7 -0.2

Properties
Total charge = -1
Multiplicity = 1
Largest force on an atom = 3.0 eV Å⁻¹
Gap between HOMO and LUMO = 0.196 Ha
HOMO level = -4.02 eV
DFT total energy = -1763.1774 a.u.